The following is a DFT calculation (ωB97M-V/def2-TZVPD) of a structure of composition C45H42GeN7O6S2W in a non-equilibrium geometry.

Structure (XYZ):
```
104
Properties=species:S:1:pos:R:3:lowdin_charge:R:1
W -0.28 -2.30 0.64 1.642
C 1.59 -5.00 5.03 -0.390
S 2.06 -5.49 3.34 0.917
C 1.04 -4.53 2.32 -1.009
S -0.19 -3.49 2.95 0.809
N 1.25 -4.74 1.05 -0.041
N 0.74 -3.89 0.17 -0.251
C 0.48 -4.31 -1.07 -0.038
C 0.54 -3.49 -2.22 -0.176
C 0.49 -4.14 -3.48 0.014
C 0.84 -3.50 -4.64 -0.009
C 1.29 -2.18 -4.56 0.005
C 1.22 -1.54 -3.35 -0.042
N 0.78 -2.13 -2.22 -0.067
H 2.12 -5.69 5.68 0.040
H 0.52 -5.11 5.16 0.024
H 1.89 -3.98 5.22 0.033
H 0.47 -5.38 -1.24 0.152
H 0.19 -5.18 -3.50 0.130
H 0.81 -4.01 -5.59 0.125
H 1.65 -1.65 -5.43 0.124
H 1.49 -0.50 -3.26 0.121
C -0.59 6.44 0.42 -0.066
O 0.47 5.56 0.75 -0.083
C 0.49 4.99 1.97 -0.272
C -0.44 5.21 2.99 -0.005
C -0.32 4.55 4.20 -0.012
C 0.68 3.60 4.39 -0.294
C 1.63 3.40 3.38 -0.007
C 1.55 4.10 2.20 0.011
N 0.75 2.95 5.61 0.088
N 1.07 1.77 5.71 0.085
C 1.17 0.88 4.66 -0.242
C 2.31 0.13 4.46 -0.008
C 2.44 -0.76 3.40 0.024
C 1.38 -0.92 2.51 -0.336
O 1.36 -1.72 1.44 -0.310
C 0.17 -0.24 2.75 -0.157
N -0.84 -0.55 1.87 0.022
C -2.00 0.07 2.05 -0.077
C -2.24 0.95 3.11 0.012
C -1.25 1.23 4.02 0.045
C 0.02 0.66 3.83 -0.075
H -0.46 6.66 -0.64 0.099
H -0.54 7.36 1.00 0.103
H -1.56 5.97 0.57 0.084
H -1.24 5.92 2.86 0.108
H -1.04 4.72 4.98 0.120
H 2.46 2.73 3.55 0.118
H 2.30 3.98 1.44 0.109
H 3.15 0.30 5.12 0.123
H 3.35 -1.31 3.25 0.122
H -2.79 -0.12 1.34 0.098
H -3.22 1.39 3.20 0.121
H -1.45 1.88 4.86 0.122
O -1.68 -3.73 0.59 -0.118
N -2.18 -2.59 0.92 -0.672
O -2.95 -2.38 1.85 0.015
O -1.99 -1.75 -0.08 -0.238
C 4.95 -1.62 -1.27 -0.066
C 3.93 -1.80 -0.14 -0.299
O 2.97 -2.81 -0.44 -0.109
H 5.62 -0.81 -1.02 0.078
H 4.44 -1.39 -2.20 0.067
H 5.54 -2.53 -1.41 0.077
H 3.35 -0.89 0.00 0.101
H 4.44 -2.04 0.80 0.118
H 3.42 -3.66 -0.38 0.105
C 0.47 -1.27 -1.09 -0.314
Ge -1.00 0.02 -1.77 1.084
C -2.50 1.01 -0.87 -0.269
C -3.77 0.43 -0.95 -0.122
C -4.88 1.08 -0.44 -0.063
C -4.74 2.34 0.13 -0.074
C -3.50 2.93 0.18 -0.082
C -2.38 2.28 -0.33 -0.101
C 0.21 1.49 -2.39 -0.279
C 0.88 2.16 -1.37 -0.135
C 1.77 3.18 -1.64 -0.072
C 2.03 3.53 -2.96 -0.072
C 1.41 2.85 -3.99 -0.074
C 0.50 1.84 -3.71 -0.119
C -1.94 -0.96 -3.23 -0.269
C -2.35 -0.26 -4.37 -0.103
C -3.05 -0.90 -5.37 -0.070
C -3.36 -2.24 -5.25 -0.076
C -2.99 -2.94 -4.12 -0.074
C -2.28 -2.30 -3.11 -0.125
H 1.34 -0.61 -0.95 0.071
H -3.88 -0.54 -1.40 0.099
H -5.85 0.61 -0.50 0.111
H -5.61 2.85 0.52 0.108
H -3.39 3.91 0.62 0.097
H -1.42 2.78 -0.31 0.086
H 0.70 1.86 -0.34 0.098
H 2.25 3.71 -0.84 0.090
H 2.71 4.34 -3.18 0.108
H 1.63 3.10 -5.02 0.107
H 0.02 1.30 -4.51 0.089
H -2.14 0.79 -4.43 0.096
H -3.36 -0.35 -6.25 0.108
H -3.90 -2.74 -6.04 0.106
H -3.24 -3.98 -4.01 0.108
H -2.03 -2.84 -2.20 0.086
```

Calculated values
frontier orbital gap = 0.1968 Eh
total energy = -150061.00622 eV
relative energy (zero: lowest compared OMol25 entry of this formula, charge and spin) = 79.3 kcal per mole
charge = +1